1.
Formula: C25H22Cl2F4N6O2RuS2
Source: OMol25
Level of theory: wB97M-V/def2-TZVPD

<S²> = 6.0350
Net charge = 0
ΔE to the lowest compared entry with this formula, charge and spin = 2701.1 kJ/mol
Multiplicity = 5
Kohn-Sham gap (spin up / spin down) = 0.2081 / 0.2125 Eh

```
64
Properties=species:S:1:pos:R:3:forces:R:3
Ru 0.073 0.110 -0.951 -1.3342 0.3552 -1.6771
C -0.333 -1.708 -2.979 -0.1584 -0.0881 -0.3505
N -1.218 -0.584 -2.565 0.3673 -0.4517 0.0615
C -1.515 0.251 -3.733 0.1337 0.1261 0.0042
C -2.459 -1.092 -1.953 -0.2451 0.0847 0.0670
C -2.224 -1.594 -0.550 0.0148 0.0851 0.4359
N -1.607 -0.517 0.231 1.0115 -0.0924 -0.6564
C -1.131 -0.821 1.485 0.0590 -0.0078 0.9073
C -0.469 0.181 2.231 -0.0889 0.2544 -0.3701
F -0.393 1.416 1.686 -0.0829 0.0348 0.1184
C 0.173 -0.037 3.426 -0.1237 -0.0043 0.1106
F 0.801 0.988 4.027 -0.1228 0.0446 0.0371
C 0.170 -1.276 4.035 0.0484 -0.0227 -0.0596
C -0.521 -2.265 3.377 -0.1004 0.0173 0.1535
F -0.603 -3.488 3.927 -0.0008 -0.0227 -0.0685
C -1.170 -2.046 2.176 -0.2213 -0.1636 -0.4727
F -1.855 -3.094 1.659 0.0521 -0.0530 0.0480
H -0.847 -2.382 -3.675 -0.0737 0.1193 -0.0645
H -0.006 -2.288 -2.120 -0.0890 0.0134 0.0322
H 0.548 -1.297 -3.474 -0.0011 0.0018 0.0024
H -2.043 -0.327 -4.500 -0.0268 -0.0082 0.0251
H -0.582 0.627 -4.151 0.0021 0.0026 0.0076
H -2.127 1.098 -3.430 -0.0211 -0.0172 0.0080
H -2.890 -1.890 -2.570 -0.0346 0.0815 -0.0785
H -3.158 -0.255 -1.908 -0.0204 -0.0147 -0.0453
H -1.584 -2.481 -0.563 -0.1210 -0.0807 -0.0746
H -3.191 -1.884 -0.128 0.0161 -0.0997 -0.0281
H 0.679 -1.464 4.967 -0.0195 0.0388 0.0198
N 3.182 8.752 3.906 0.0086 0.0042 -0.0680
C 3.349 7.550 3.283 0.0039 -0.0166 -0.0407
C 4.635 7.090 2.962 0.0149 0.0026 0.0551
C 4.807 5.882 2.326 -0.0075 -0.0644 -0.1200
C 3.688 5.129 1.993 -0.3224 0.2368 -0.3234
C 2.401 5.561 2.299 0.0971 -0.0661 -0.0872
C 2.236 6.768 2.936 -0.0228 0.0198 0.0556
S 3.926 3.559 1.316 -1.7276 -2.0357 1.4727
O 4.056 2.644 2.846 -0.2192 3.3249 -3.1191
O 5.167 3.393 0.625 0.0178 0.1460 0.0160
N 2.516 3.204 0.393 2.0976 -1.0121 1.1333
C 2.410 1.875 -0.084 -3.8279 12.1064 -5.9563
S 3.086 1.299 2.147 2.1703 -0.0113 9.1114
C 3.605 -1.903 1.819 0.0156 -0.7389 -1.1879
C 3.228 -0.985 1.122 0.4067 -2.8007 2.5240
N 1.501 0.082 0.178 -4.0333 -2.0803 2.2053
H 3.978 9.278 4.213 -0.0181 0.0024 0.0413
H 2.276 9.040 4.223 0.0085 0.0031 0.0189
H 5.496 7.690 3.226 0.0070 -0.0061 -0.0066
H 5.794 5.512 2.081 0.0197 0.0487 0.0028
H 1.559 4.942 2.021 -0.0568 0.0588 0.0366
H 1.241 7.122 3.177 -0.0060 -0.0079 -0.0115
H 3.938 -2.907 1.961 0.0109 0.0950 0.5652
H 0.970 -1.486 -0.100 -0.5384 0.2015 -0.8184
Cl 2.750 0.559 0.599 1.3637 -5.8970 0.6645
C 3.871 0.451 -0.479 5.5304 0.4331 -8.7592
C 5.228 0.153 -0.551 -0.1215 -0.5772 1.4699
C 5.854 -0.105 -1.759 0.0987 0.0868 -0.0429
C 5.187 0.015 -2.966 -0.1908 -0.0025 0.0005
C 3.894 0.528 -2.973 0.0524 0.0350 -0.1622
Cl 3.036 0.803 -4.455 0.0308 0.0602 0.0117
C 3.308 0.863 -1.785 -3.3767 1.8016 2.8449
N 1.990 1.818 -1.481 3.6036 -3.3441 0.4592
H 5.775 0.083 0.383 0.0796 -0.2387 -0.0814
H 6.884 -0.433 -1.750 0.0275 0.0959 0.0137
H 5.670 -0.239 -3.899 -0.0151 0.0042 -0.0105
```
Positions in Å, forces in eV/Å.

=====

2.
Formula: C25H22Cl8FeN2OSSi
Source: OMol25
Level of theory: wB97M-V/def2-TZVPD

<S²> = 0.8163
Net charge = +1
ΔE to the lowest compared entry with this formula, charge and spin = 54.9 kJ/mol
Multiplicity = 2
Kohn-Sham gap (spin up / spin down) = 0.2327 / 0.2491 Eh

```
61
Properties=species:S:1:pos:R:3:forces:R:3
Fe -0.108 -0.694 0.672 -1.4736 -0.0254 1.2425
Cl -0.887 -2.318 1.740 -0.0042 -0.3847 0.0348
C 1.380 -0.896 -0.211 0.4464 0.1253 -0.1836
C 1.577 0.412 0.219 1.0818 -0.0524 -1.1163
C 2.615 1.075 -0.502 0.1994 -0.1588 -0.2848
Cl 3.011 2.746 -0.297 -0.0669 -0.0072 -0.0244
C 3.393 0.376 -1.427 -0.0373 -0.0893 -0.0055
Cl 4.677 1.157 -2.242 0.0033 0.0228 0.0175
C 3.153 -0.988 -1.743 0.0370 0.1725 0.0263
Cl 4.112 -1.799 -2.895 -0.0175 -0.0065 0.0161
C 2.096 -1.631 -1.138 -0.0957 -0.0181 0.0373
Cl 1.623 -3.232 -1.512 0.0218 0.0318 -0.0209
Cl 0.210 -6.156 -3.014 0.0295 0.0152 0.0036
C -1.024 -4.953 -3.156 -0.0402 0.0259 -0.0388
C -1.292 -4.377 -4.388 0.0008 0.0078 0.0228
C -2.290 -3.423 -4.468 0.0079 0.0291 0.0204
C -3.025 -3.011 -3.355 -0.0578 -0.0890 0.0145
C -4.073 -1.932 -3.574 -0.0116 -0.1160 -0.1419
C -3.486 -0.525 -3.434 -0.0741 0.0695 0.0384
N -2.984 -0.263 -2.092 -0.0841 -0.0260 0.0535
C -3.707 0.178 -1.009 0.1265 0.0425 0.0777
C -2.852 0.192 0.046 -0.0669 0.0268 -0.1783
N -1.615 -0.239 -0.393 -0.0442 -0.0966 -0.0258
C -1.742 -0.523 -1.674 0.1859 0.0614 -0.2210
O -5.188 -2.059 -2.730 0.0125 0.2121 -0.0208
C -6.425 -2.279 -3.416 -0.0150 -0.0813 0.0111
C -7.483 -2.500 -2.390 0.0023 -0.0071 -0.0106
C -7.588 -3.649 -1.663 0.0011 -0.0112 -0.0010
Cl -6.592 -5.035 -1.818 -0.0143 0.0013 -0.0039
S -8.866 -3.603 -0.529 -0.0092 -0.0117 0.0069
C -9.293 -2.020 -1.018 -0.0048 -0.0003 0.0030
C -8.481 -1.558 -2.005 0.0191 0.0028 -0.0177
C -2.724 -3.611 -2.133 -0.0235 0.0115 0.0355
Cl -3.533 -3.199 -0.655 0.0449 0.0025 0.0049
C -1.733 -4.579 -2.030 -0.0003 -0.0093 -0.0001
H -0.740 -4.681 -5.265 -0.0010 -0.0087 -0.0027
H -2.518 -2.986 -5.434 -0.0042 -0.0086 -0.0023
H -4.391 -2.008 -4.621 0.0465 -0.0064 0.0083
H -4.258 0.211 -3.656 0.0178 0.0049 0.0313
H -2.665 -0.384 -4.135 0.0137 -0.0141 -0.0074
H -4.751 0.422 -1.083 -0.0182 -0.0134 -0.0049
H -3.041 0.470 1.068 -0.0202 -0.0277 0.0039
H -0.961 -0.895 -2.317 -0.0045 -0.0320 0.0092
H -6.328 -3.160 -4.058 0.0129 0.0021 -0.0068
H -6.672 -1.416 -4.044 -0.0040 0.0004 0.0194
H -10.128 -1.520 -0.556 -0.0003 0.0038 0.0039
H -8.591 -0.585 -2.462 0.0038 0.0000 0.0045
H -1.521 -5.029 -1.071 -0.0041 0.0018 0.0027
C 0.061 2.945 0.796 -0.2829 0.0162 0.1535
Si 0.888 1.537 1.691 0.5072 0.5814 -0.1848
C 2.463 1.730 2.666 -0.2666 -0.0588 0.4729
C -0.375 0.793 2.849 0.1425 -0.2344 -0.0687
H 0.227 3.903 1.291 0.0346 0.0040 0.0233
H -1.015 2.746 0.818 -0.0028 0.0755 -0.0167
H 0.359 3.051 -0.244 0.0226 -0.0332 0.0430
H 2.282 2.353 3.547 -0.0226 -0.0010 -0.0048
H 3.321 2.136 2.145 -0.0519 -0.0137 -0.0589
H 2.718 0.732 3.035 0.0395 0.0230 0.0303
H -0.617 1.671 3.462 -0.0801 -0.0643 0.0218
H 0.022 0.010 3.491 -0.0100 0.0383 0.0830
H -1.313 0.432 2.428 -0.1467 0.0948 0.0753
```
Positions in Å, forces in eV/Å.

=====

3.
Formula: C25H22CrF2N2O
Source: OMol25
Level of theory: wB97M-V/def2-TZVPD

<S²> = 6.0252
Net charge = 0
Multiplicity = 5
Kohn-Sham gap (spin up / spin down) = 0.2095 / 0.2065 Eh

```
53
Properties=species:S:1:pos:R:3:forces:R:3
Cr 0.713 0.107 0.188 0.4457 0.2988 -0.0898
F 5.942 0.154 -1.508 -0.0113 -0.0117 0.0428
C 5.032 -0.260 -0.603 0.0399 -0.0083 -0.0174
C 3.724 0.166 -0.714 0.0267 0.0528 -0.0461
C 2.774 -0.264 0.205 -0.3438 0.0414 0.1574
C 3.181 -1.122 1.251 0.1319 -0.0572 -0.0129
C 4.516 -1.520 1.314 0.0233 0.0255 -0.0635
F 4.950 -2.366 2.281 -0.0278 0.0066 0.0173
C 5.463 -1.109 0.400 -0.0932 0.0336 -0.0009
C 2.145 -1.543 2.213 -0.0280 -0.0519 0.0832
C 2.378 -2.172 3.440 -0.0592 0.0099 -0.0450
C 1.313 -2.493 4.260 -0.0198 0.0105 -0.0250
C 0.016 -2.191 3.863 0.0571 0.0020 -0.0172
C -0.145 -1.562 2.647 -0.0425 -0.0421 0.0315
N 0.877 -1.245 1.851 -0.0292 0.1140 -0.3381
H 3.465 0.846 -1.516 -0.0325 0.0062 -0.0042
H 6.489 -1.437 0.468 0.0138 -0.0153 0.0105
H 3.385 -2.395 3.745 0.0182 -0.0075 0.0133
H 1.499 -2.975 5.211 -0.0168 -0.0030 0.0094
H -0.842 -2.428 4.475 0.0029 -0.0069 0.0116
H -1.128 -1.291 2.278 0.0051 0.0018 0.0207
C -0.547 1.616 -2.790 -0.0268 -0.0421 -0.0616
C -0.012 2.498 -1.709 0.0544 0.0411 -0.0590
C -0.049 3.871 -1.639 -0.0105 0.0159 0.0055
C 0.609 4.235 -0.436 0.0469 0.0348 -0.0035
C 1.025 3.066 0.156 0.0154 -0.0204 0.0507
C 1.792 2.877 1.428 0.0076 -0.0002 0.0158
N 0.648 1.994 -0.616 -0.1517 -0.5781 0.0737
H -0.619 2.166 -3.729 0.0094 0.0055 0.0132
H -1.551 1.233 -2.572 -0.0146 -0.0110 0.0206
H 0.113 0.760 -2.965 0.0028 -0.0170 0.0123
H -0.481 4.531 -2.376 -0.0135 0.0224 -0.0134
H 0.782 5.230 -0.056 -0.0035 0.0283 -0.0014
H 1.973 3.840 1.904 -0.0040 0.0131 -0.0096
H 2.757 2.396 1.253 -0.0039 0.0195 0.0005
H 1.251 2.258 2.154 -0.0118 -0.0071 0.0141
C -1.329 -1.922 -2.139 0.0466 0.0685 -0.0132
C -1.975 -0.997 -1.153 0.0250 -0.0520 -0.0294
O -1.297 -0.393 -0.330 0.0301 0.0759 0.2872
C -3.439 -0.793 -1.172 -0.0228 0.0463 -0.0006
C -4.254 -1.438 -2.103 0.0077 0.0616 0.1038
C -5.620 -1.207 -2.101 -0.0015 -0.0028 -0.0046
C -6.172 -0.336 -1.172 -0.0490 -0.0101 -0.0202
C -5.365 0.313 -0.247 0.0128 0.0215 0.0232
C -4.000 0.090 -0.246 -0.0204 -0.0631 -0.1123
H -0.276 -2.042 -1.892 -0.0131 -0.0043 0.0002
H -1.410 -1.486 -3.137 -0.0078 -0.0107 -0.0304
H -1.824 -2.891 -2.153 0.0086 -0.0222 0.0100
H -3.829 -2.113 -2.832 0.0134 -0.0135 -0.0157
H -6.253 -1.702 -2.825 -0.0027 -0.0060 -0.0016
H -7.239 -0.157 -1.172 -0.0057 -0.0009 -0.0063
H -5.802 0.998 0.466 0.0059 0.0030 0.0035
H -3.353 0.603 0.451 0.0161 0.0044 0.0111
```
Positions in Å, forces in eV/Å.

=====

Question: Which of these has the highest <S²>?
Answer: C25H22Cl2F4N6O2RuS2